16
Properties=species:S:1:pos:R:3:nbo_charge:R:1 method="wB97M-V/def2-TZVPD" energy_ha=-540.0147 relative_energy_kj_mol=324.4 gap_ev=8.23 smiles="[H]/N=C(/C)C[SiH]=C=C" homo_energy_ev=-8.09
H -0.627 1.762 1.361 0.335
N -1.084 1.517 0.411 -0.651
C -0.958 0.341 -0.044 0.324
C -1.441 0.346 -1.540 -0.664
C -0.329 -0.813 0.610 -0.915
Si 1.475 -1.317 0.298 1.066
C 2.309 0.115 -0.295 -0.527
C 2.897 0.853 -1.173 -0.420
H -1.736 1.373 -1.721 0.250
H -2.287 -0.376 -1.510 0.205
H -0.830 -0.146 -2.315 0.221
H -0.416 -0.835 1.708 0.254
H -0.817 -1.681 0.195 0.239
H 1.891 -2.526 1.041 -0.124
H 3.464 1.683 -0.900 0.203
H 2.984 0.552 -2.196 0.206